(1)
The molecule C5H13NOS, computed with the ωB97M-V functional and the def2-TZVPD basis.

The structure (SMILES) is C[C@@H](CCS)NCO. The HOMO-LUMO gap comes out at 9.7 eV.

Each line ends with the Löwdin charge.
Positions of all 21 atoms, in Å:
C 1.2924 -0.1938 -1.8030  -0.05
C 0.2295 0.3362 -0.8432  -0.41
C -0.7958 -0.7135 -0.3736  -0.22
C -0.3018 -1.4756 0.8776  -0.52
S -1.7227 -2.2680 1.7753  0.69
N 0.9317 1.1630 0.1849  -0.03
C -0.0045 1.7605 1.1035  -0.28
O -0.8575 2.7475 0.4928  -0.05
H 1.9662 0.6447 -1.9369  0.07
H 1.8681 -1.0383 -1.3845  0.09
H 0.8006 -0.4668 -2.7479  0.08
H -0.3109 1.1533 -1.3177  0.12
H -0.9482 -1.2776 -1.3006  0.12
H -1.7745 -0.3191 -0.1387  0.08
H 0.2295 -2.3655 0.5596  0.06
H 0.2612 -0.9088 1.5988  0.05
H -1.3172 -3.4968 1.5271  -0.17
H 1.7526 0.7291 0.5859  0.11
H 0.4835 2.3482 1.8763  0.12
H -0.6594 1.0821 1.6613  0.11
H -1.1226 2.5593 -0.3968  0.05



(2)
A 2-piece molecular cluster, C5H13NOS overall, computed with the ωB97M-V functional and the def2-TZVPD basis.

The structure (SMILES) is C=CC(C)C.NSO. The HOMO-LUMO gap comes out at 9.8 eV.

Each line ends with the Löwdin charge.
Positions of all 21 atoms, in Å:
C -0.7535 -1.2830 -1.3899  -0.01
C -0.4781 -0.1061 -0.8493  -0.25
C -1.0625 0.7533 0.2350  -0.45
C -0.9868 2.1708 -0.2736  -0.10
C -0.0480 0.3908 1.3840  -0.09
H 0.0485 -1.7674 -1.9501  0.05
H -1.6330 -1.9189 -1.1914  0.07
H 0.5410 0.4677 -1.0296  0.14
H -1.9967 0.3937 0.6803  0.13
H -0.2466 2.8623 0.1590  0.07
H -0.6921 2.0781 -1.4283  0.11
H -2.0254 2.6255 -0.1020  0.09
H 0.1032 -0.7766 1.4921  0.10
H -0.5032 0.7096 2.3413  0.08
H 0.9350 0.7775 1.1715  0.05
N 2.8861 -1.5696 0.0022  -0.38
S 2.6508 -3.1022 0.5278  0.83
O 0.9037 -3.2832 0.7800  -0.41
H 2.5207 -1.2244 -0.8644  0.02
H 3.0559 -0.8194 0.6974  0.05
H 0.6313 -3.5632 -0.0038  -0.11



Most stable = (1)



(1)
An isolated ion of composition C4H3N2 and charge +1, computed with the ωB97M-V functional and the def2-TZVPD basis.

Its net charge is +1. The structure (SMILES) is C=[N+]=C=CC#N. The HOMO-LUMO gap (spin up / spin down) comes out at 8.2 / 8.2 eV.

Each line ends with the Löwdin charge.
Positions of all 9 atoms, in Å:
C -2.1250 0.0045 -0.9670  0.23
N -0.9618 0.0406 -0.4758  0.12
C 0.2002 0.0021 -0.2310  0.07
C 1.4566 0.1780 0.2634  0.05
C 1.8884 -0.3420 1.5065  -0.17
N 2.4047 -0.7891 2.4447  0.24
H -2.1500 0.5485 -1.8680  0.12
H -2.8658 -0.3613 -0.2041  0.16
H 2.1525 0.7186 -0.4687  0.18



(2)
C4H3N2 as an isolated structure, computed with the ωB97M-V functional and the def2-TZVPD basis.

Its net charge is +1. The HOMO-LUMO gap comes out at 9.4 eV.

Each line ends with the Löwdin charge.
Positions of all 9 atoms, in Å:
C 0.2730 -0.5199 -1.4885  -0.20
C 1.0926 -0.7827 -0.3194  0.06
C -0.8081 0.4770 -0.1817  0.05
C -0.9466 0.7657 1.0560  0.16
N 1.4939 -1.0616 -1.4837  0.31
N -0.8233 0.1361 -1.5153  0.20
H 1.6806 -0.8755 0.6958  0.21
H -1.6894 1.3730 1.3351  0.08
H -0.2726 0.4880 1.9018  0.15



Most stable = (1)



(1)
An isolated ion of composition C4H3N2 and charge +1, computed with the ωB97M-V functional and the def2-TZVPD basis.

Its net charge is +1. The HOMO-LUMO gap (spin up / spin down) comes out at 7.0 / 7.0 eV.

Each line ends with the Löwdin charge.
Positions of all 9 atoms, in Å:
C -4.1073 -0.0231 0.0068  -0.25
C -1.8528 0.5435 -0.0890  -0.08
C -0.4765 0.2844 -0.0670  0.17
C 0.8068 0.3988 0.0817  0.19
N -5.2491 -0.1141 0.2445  0.29
N -2.8886 -0.1660 -0.2809  0.17
H -1.9333 1.6532 0.3493  0.22
H 1.7595 0.3341 -0.4030  0.13
H 0.8342 0.8066 1.1207  0.16



(2)
C4H3N2 as an isolated structure, computed with the ωB97M-V functional and the def2-TZVPD basis.

Its net charge is +1. The HOMO-LUMO gap comes out at 9.3 eV.

Each line ends with the Löwdin charge.
Positions of all 9 atoms, in Å:
C 1.0480 0.5095 -2.6872  0.04
C 0.8092 -0.8884 -1.3581  -0.03
C 0.2764 0.3061 -0.7611  -0.13
C -0.3731 0.7455 0.3296  0.26
N 1.2584 -0.7504 -2.5534  0.19
N 0.5528 1.3262 -1.9509  0.25
H 0.8806 -1.9873 -0.9413  0.20
H -0.4643 1.7429 0.6522  0.10
H -0.4386 0.1305 1.2256  0.12



Most stable = (2)



(1)
The molecule C7H8N4O2, computed with the ωB97M-V functional and the def2-TZVPD basis.

The structure (SMILES) is O=C1C[C@H]2N1Cc1c(CO)nnn12. The HOMO-LUMO gap comes out at 10.0 eV.

Each line ends with the Löwdin charge.
Positions of all 21 atoms, in Å:
O -3.0470 1.5449 0.9358  0.14
C -2.6818 0.5732 0.3761  -0.43
C -2.8252 -0.9039 0.4599  0.02
C -1.6770 -0.9994 -0.5790  -0.08
N -1.6324 0.5194 -0.6057  0.02
C -0.3152 1.1187 -0.5775  -0.08
C 0.4762 -0.0636 -0.2030  -0.18
C 1.7407 -0.3616 0.2443  -0.20
C 3.0317 0.4113 0.2989  -0.22
O 2.8477 1.7885 0.4421  -0.01
N 1.7452 -1.7131 0.5003  0.04
N 0.6042 -2.2020 0.2879  0.00
N -0.2092 -1.2391 -0.1119  -0.01
H -2.4478 -1.3136 1.3371  0.11
H -3.7456 -1.2062 0.0776  0.11
H -1.7887 -1.5384 -1.5207  0.15
H -0.2462 1.9963 0.2375  0.19
H 0.0768 1.4787 -1.5753  0.14
H 3.7802 -0.0530 1.0842  0.16
H 3.5304 0.2392 -0.6727  0.12
H 2.7829 1.9236 -0.4360  0.02



(2)
The molecule C7H8N4O2, computed with the ωB97M-V functional and the def2-TZVPD basis.

The HOMO-LUMO gap (spin up / spin down) comes out at 7.0 / 7.0 eV.

Each line ends with the Löwdin charge.
Positions of all 21 atoms, in Å:
C 0.6406 -1.6660 -0.4797  -0.23
C 1.3839 1.1444 -0.5757  -0.12
C -2.3110 2.0468 -0.0598  0.11
C -2.1058 0.7595 -0.2718  -0.09
C 1.9202 0.3645 0.3593  -0.07
C -0.5122 -0.9689 -0.1122  -0.19
C -1.5362 -1.9729 0.4584  0.00
N 1.4210 -2.3528 -0.9144  0.25
N 0.1034 1.1969 -0.8454  0.06
N -0.7536 0.3188 -0.3607  -0.07
N 3.3415 0.4112 0.5062  -0.39
O 3.8331 -0.0881 1.5323  0.04
O 4.0294 0.9186 -0.3702  0.03
H 2.1954 1.6959 -1.1610  0.16
H -3.2246 2.6230 -0.1574  0.08
H -1.4102 2.5687 0.0538  0.05
H -2.8808 0.1491 -0.2705  0.06
H 1.5083 -0.3576 0.9762  0.08
H -1.2600 -2.7330 1.1227  0.07
H -1.9331 -2.4998 -0.3567  0.08
H -2.4495 -1.5583 0.9266  0.09



Most stable = (1)